(1)
The following is a DFT calculation (ωB97M-V/def2-TZVPD) of a structure of composition C56H48IrN3O3P3S3Sb in a non-equilibrium geometry.

Calculated values
Net charge: +2
Kohn-Sham gap (alpha / beta) (eV): 6.45 / 5.24
Energy relative to the best compared isomer or geometry (same formula, charge and spin) (eV): 0.000
2S+1: 5
Largest force on an atom (hartree/bohr): 0.02927

Element x y z (Å)
Ir  -0.096  -0.421  -0.173
O  -2.451  -0.182  -2.308
C  -3.766  -0.104  -1.919
C  -4.860  0.037  -2.761
C  -6.143  -0.035  -2.240
C  -6.348  -0.241  -0.886
C  -5.264  -0.244  -0.025
C  -3.970  -0.130  -0.527
P  -2.537  0.250  0.530
C  -2.756  2.203  0.558
C  -1.514  2.818  1.241
C  -1.790  4.156  1.866
C  -3.011  4.498  2.276
C  -4.141  3.627  2.039
C  -4.028  2.531  1.288
C  -3.038  -0.414  2.149
C  -3.230  -1.796  2.220
C  -3.484  -2.412  3.429
C  -3.534  -1.662  4.594
C  -3.346  -0.290  4.532
C  -3.092  0.334  3.322
C  -2.036  -0.545  -3.571
C  -2.797  -1.165  -4.553
C  -2.289  -1.279  -5.837
C  -1.046  -0.761  -6.159
C  -0.238  -0.265  -5.154
C  -0.697  -0.231  -3.842
P  0.376  0.230  -2.441
C  2.018  -0.443  -2.884
C  3.109  -0.018  -2.124
C  4.379  -0.497  -2.387
C  4.584  -1.394  -3.422
C  3.505  -1.829  -4.170
C  2.228  -1.375  -3.893
C  0.529  2.009  -2.874
C  -0.640  2.671  -3.250
C  -0.608  3.993  -3.652
C  0.595  4.683  -3.683
C  1.759  4.034  -3.309
C  1.731  2.705  -2.916
H  -4.721  0.223  -3.814
H  -6.983  0.055  -2.909
H  -7.346  -0.363  -0.494
H  -5.414  -0.344  1.040
H  -1.237  2.157  2.076
H  -0.932  4.772  2.083
H  -3.189  5.428  2.790
H  -5.086  3.892  2.485
H  -4.887  1.915  1.064
H  -3.180  -2.390  1.320
H  -3.629  -3.481  3.460
H  -3.720  -2.148  5.539
H  -3.391  0.295  5.438
H  -2.957  1.403  3.297
H  -3.774  -1.561  -4.331
H  -2.890  -1.741  -6.600
H  -0.694  -0.764  -7.178
H  0.744  0.119  -5.384
H  2.957  0.697  -1.324
H  5.216  -0.165  -1.786
H  5.577  -1.756  -3.639
H  3.654  -2.535  -4.970
H  1.399  -1.756  -4.466
H  -1.579  2.136  -3.280
H  -1.523  4.479  -3.953
H  0.627  5.706  -4.023
H  2.707  4.550  -3.326
H  2.660  2.221  -2.672
O  0.171  0.663  2.416
N  0.030  -0.604  1.838
C  -0.164  -1.499  2.737
C  -0.255  -2.913  2.558
C  -0.273  -3.663  3.746
C  -0.208  -5.036  3.732
C  -0.151  -5.701  2.515
C  -0.156  -4.979  1.335
C  -0.203  -3.588  1.325
P  -0.119  -2.774  -0.318
C  -1.445  -3.681  -1.193
C  -1.270  -4.944  -1.756
C  -2.350  -5.619  -2.296
C  -3.618  -5.056  -2.279
C  -3.798  -3.796  -1.730
C  -2.716  -3.121  -1.194
C  1.389  -3.546  -0.988
C  1.479  -3.801  -2.354
C  2.605  -4.410  -2.875
C  3.667  -4.737  -2.048
C  3.587  -4.477  -0.689
C  2.452  -3.892  -0.158
H  0.980  1.068  2.054
H  -0.180  -1.145  3.767
H  -0.305  -3.132  4.685
H  -0.174  -5.590  4.656
H  -0.094  -6.777  2.485
H  -0.097  -5.509  0.398
H  -0.297  -5.411  -1.782
H  -2.199  -6.598  -2.725
H  -4.455  -5.592  -2.699
H  -4.778  -3.340  -1.710
H  -2.836  -2.143  -0.758
H  0.647  -3.549  -2.995
H  2.648  -4.638  -3.928
H  4.548  -5.203  -2.458
H  4.400  -4.750  -0.035
H  2.378  -3.727  0.908
S  3.436  3.306  -0.109
Sb  5.150  2.056  0.794
S  2.783  -0.991  0.690
S  3.372  0.371  1.942
N  -2.885  2.717  -0.766
C  -0.325  2.811  0.292
N  0.101  3.968  -0.188
O  0.265  1.764  -0.018
H  -3.790  2.528  -1.176
H  -2.133  2.464  -1.393
H  -0.395  4.825  -0.012
H  0.949  3.991  -0.744

=====

(2)
The following is a DFT calculation (ωB97M-V/def2-TZVPD) of the molecule C5H6N2O in a non-equilibrium geometry.

Calculated values
Kohn-Sham gap (eV): 10.14
SMILES: C=C(C#N)C(=O)NC
Energy relative to the best compared isomer or geometry (same formula, charge and spin) (eV): 1.529
2S+1: 1
Largest force on an atom (hartree/bohr): 0.08200

Element x y z (Å)
C  2.556  1.763  0.077
C  1.980  0.551  0.095
C  2.576  -0.755  0.046
N  2.805  -1.880  -0.143
C  0.164  0.505  -0.066
O  -0.286  1.558  -0.346
N  -0.367  -0.710  -0.183
C  -1.753  -0.943  -0.670
H  2.118  2.755  0.211
H  3.655  1.724  0.303
H  0.053  -1.370  0.429
H  -2.040  -1.958  -0.398
H  -2.379  -0.211  -0.219
H  -1.747  -0.919  -1.765

=====

(3)
The following is a DFT calculation (ωB97M-V/def2-TZVPD) of a cluster of 2 separate species, C10H21FN3O in total in a non-equilibrium geometry.

Calculated values
Net charge: +1
Kohn-Sham gap (eV): 9.25
2S+1: 1
Largest force on an atom (hartree/bohr): 0.03886

Element x y z (Å)
C  1.451  0.261  0.363
C  1.408  0.330  -0.955
N  0.935  -0.768  -1.832
C  1.363  -2.131  -1.406
C  0.520  -2.752  -0.294
F  1.283  -2.872  0.862
C  -0.774  -2.024  0.081
C  -1.466  -1.380  -1.138
C  -2.568  -0.393  -0.703
C  -3.899  -1.121  -0.394
C  -0.532  -0.631  -2.114
H  1.805  -0.582  0.946
H  1.106  1.132  0.912
H  1.782  1.211  -1.460
H  1.409  -0.594  -2.722
H  1.336  -2.790  -2.270
H  2.401  -2.076  -1.089
H  0.297  -3.775  -0.588
H  -0.641  -1.291  0.871
H  -1.447  -2.796  0.442
H  -1.991  -2.160  -1.688
H  -2.240  0.253  0.111
H  -2.772  0.246  -1.563
H  -3.729  -2.184  -0.249
H  -4.611  -0.958  -1.197
H  -4.353  -0.675  0.486
H  -0.733  -0.902  -3.148
H  -0.743  0.431  -2.047
C  1.564  3.719  2.384
O  0.707  3.360  1.585
N  1.392  4.803  3.186
N  2.755  3.067  2.536
H  2.075  5.120  3.848
H  0.527  5.305  3.100
H  2.920  2.265  1.959
H  3.464  3.351  3.185

=====

(4)
The following is a DFT calculation (ωB97M-V/def2-TZVPD) of a structure of composition C4H6O2 in a non-equilibrium geometry.

Calculated values
Kohn-Sham gap (eV): 9.67
Energy relative to the best compared isomer or geometry (same formula, charge and spin) (eV): 2.879
2S+1: 1
Largest force on an atom (hartree/bohr): 0.03527

Element x y z (Å)
C  1.215  0.170  -0.665
C  0.211  0.617  0.343
O  -0.190  1.767  0.487
C  -0.323  -0.472  1.135
C  -1.521  -0.242  -0.293
O  -1.389  -0.971  -1.225
H  0.887  -0.718  -1.222
H  2.102  -0.104  -0.085
H  1.390  1.018  -1.310
H  0.021  -1.489  0.949
H  -0.225  -0.228  2.221
H  -2.178  0.653  -0.336

=====

(5)
The following is a DFT calculation (ωB97M-V/def2-TZVPD) of a structure of composition C31H28BiBrN5O4SSi in a non-equilibrium geometry.

Calculated values
Net charge: -1
Kohn-Sham gap (eV): 6.85
Energy relative to the best compared isomer or geometry (same formula, charge and spin) (eV): 0.618
2S+1: 1
Largest force on an atom (hartree/bohr): 0.05540

Element x y z (Å)
Bi  15.005  12.234  9.922
O  14.227  15.153  12.938
C  14.620  14.213  12.264
O  14.141  13.865  11.097
C  15.663  13.282  12.920
C  16.136  13.668  14.199
C  16.831  12.691  14.898
C  17.161  11.475  14.310
C  17.800  10.390  15.050
C  17.954  9.120  14.479
C  17.502  8.891  13.124
C  16.950  9.935  12.351
C  16.725  11.216  12.921
N  16.093  12.243  12.236
H  15.717  14.568  14.706
H  17.193  12.915  15.910
H  18.141  10.555  16.067
H  18.314  8.324  15.143
H  17.666  7.874  12.673
H  16.614  9.810  11.308
C  18.516  16.934  8.919
Si  19.399  15.690  7.869
C  21.219  16.235  7.654
C  18.710  15.487  6.131
C  19.381  14.023  8.911
C  20.525  13.503  9.478
C  20.459  12.292  10.148
C  19.289  11.583  10.166
N  18.109  11.987  9.575
C  18.168  13.211  8.930
S  16.779  13.925  8.162
H  18.424  17.899  8.422
H  19.214  17.067  9.784
H  17.565  16.633  9.339
H  21.342  17.288  7.873
H  21.721  15.976  6.651
H  21.746  15.737  8.449
H  19.515  15.745  5.432
H  17.855  16.133  5.929
H  18.387  14.471  5.979
H  21.479  13.998  9.285
H  21.371  11.894  10.587
H  19.184  10.668  10.767
N  17.736  7.116  5.489
C  17.252  8.016  6.412
C  17.659  9.364  6.412
C  16.865  10.264  7.109
N  15.807  9.897  7.852
C  15.486  8.601  7.922
C  16.236  7.617  7.311
H  18.504  7.444  4.925
H  17.504  6.156  5.518
H  18.482  9.646  5.798
H  17.147  11.315  7.207
H  14.588  8.347  8.516
H  16.070  6.542  7.383
Br  7.207  8.919  10.815
C  9.061  9.155  11.061
C  9.666  8.828  12.245
C  10.950  9.234  12.483
C  11.724  9.918  11.497
C  11.202  10.111  10.222
C  9.875  9.702  10.036
C  13.102  10.407  11.818
O  13.451  10.665  12.968
O  13.949  10.457  10.789
H  9.240  8.124  12.979
H  11.467  8.959  13.419
H  11.746  10.563  9.421
H  9.370  9.762  9.035
N  12.195  13.090  8.115
C  13.160  12.828  8.719